The following is a quantum chemistry calculation of C22H20BrF4I2N4Re as an isolated structure, from the Open Molecules 2025 dataset.

## Properties
E_HOMO (alpha / beta) in hartree: -0.6042 / -0.6038
Multiplicity: 4
F_max in eV/Å: 0.69
Total charge: +3
<S²>: 3.780
Energy relative to the best compared isomer or geometry (same formula, charge and spin) in kcal/mol: 0.00

CARTESIAN COORDINATES (ANGSTROEM)
1 Re 0.2550 -0.2271 -0.1802
2 C -1.5597 -0.9222 2.2586
3 N -0.3190 -0.1797 1.8842
4 C -0.4942 1.2398 2.3328
5 C 0.8468 -0.7829 2.6108
6 C 2.1573 -0.1585 2.1143
7 N 1.9764 0.2465 0.7039
8 C 2.6906 1.3628 0.2678
9 C 1.9876 2.2895 -0.5016
10 F 0.6607 1.9332 -0.7902
11 C 2.4987 3.4888 -0.9263
12 F 1.7542 4.3056 -1.6470
13 C 3.8144 3.7858 -0.6062
14 C 4.5548 2.8777 0.1344
15 F 5.8059 3.1380 0.4351
16 C 4.0108 1.6773 0.5831
17 F 4.7406 0.8339 1.2965
18 H -1.7053 -0.8430 3.3364
19 H -2.4130 -0.4778 1.7507
20 H -1.4563 -1.9724 1.9943
21 H -0.6258 1.2539 3.4160
22 H 0.3808 1.8329 2.0721
23 H -1.3881 1.6550 1.8720
24 H 0.7096 -0.6199 3.6813
25 H 0.8131 -1.8580 2.4425
26 H 2.4289 0.7201 2.7014
27 H 2.9812 -0.8680 2.2146
28 H 4.2651 4.7138 -0.9366
29 Br -5.4478 3.6282 -2.9860
30 C -4.2948 2.2993 -2.3801
31 C -4.4155 0.9976 -2.8712
32 C -3.5679 0.0056 -2.4252
33 C -2.5924 0.3085 -1.4722
34 C -2.4509 1.6159 -1.0114
35 C -3.3023 2.6092 -1.4532
36 N -1.6988 -0.6806 -0.9732
37 C -1.9825 -1.9388 -0.9987
38 C -0.9416 -2.8732 -0.6016
39 C -1.0712 -4.2453 -0.6825
40 C 0.0186 -5.0478 -0.3567
41 C 1.2069 -4.4504 0.0394
42 C 1.2751 -3.0725 0.1216
43 N 0.2222 -2.2927 -0.1871
44 H -5.1668 0.7731 -3.6158
45 H -3.6563 -0.9825 -2.8577
46 H -1.6879 1.8791 -0.2859
47 H -3.2060 3.6206 -1.0839
48 H -2.9472 -2.3097 -1.3275
49 H -2.0091 -4.6798 -1.0033
50 H -0.0608 -6.1256 -0.4187
51 H 2.0786 -5.0392 0.2900
52 H 2.1796 -2.5664 0.4318
53 I 1.0074 -0.6479 -2.8493
54 I 3.1402 0.7701 -3.5564

The following is a quantum chemistry calculation of a 4-piece molecular cluster, C25H44NO8 overall in a non-equilibrium geometry, from the Open Molecules 2025 dataset.

## Properties
E_HOMO in hartree: -0.4105
Multiplicity: 1
F_max in eV/Å: 1.07
Total charge: +1

CARTESIAN COORDINATES (ANGSTROEM)
1 C 4.3195 0.6614 0.7806
2 C 3.6269 1.6124 1.0152
3 C 2.8856 2.8079 1.4160
4 C 1.5001 2.8782 0.7736
5 C 0.5409 1.7123 1.1307
6 C 0.2047 0.8562 -0.0655
7 C -0.3114 1.4585 -1.1954
8 N -0.6181 0.7507 -2.2840
9 C -0.4429 -0.5775 -2.3475
10 C 0.0457 -1.2570 -1.2626
11 C 0.2646 -2.7276 -1.3269
12 C 1.5115 -3.1758 -1.4205
13 C 0.3538 -0.5288 -0.0971
14 C 0.8067 -1.3100 1.1082
15 O 1.8765 -1.2122 1.6115
16 O -0.1241 -2.1843 1.5552
17 H 4.7746 -0.2987 0.7467
18 H 2.8534 2.8931 2.5009
19 H 3.4465 3.6726 1.0551
20 H 1.0363 3.8094 1.0974
21 H 1.6289 2.9724 -0.3029
22 H -0.4152 2.1666 1.3902
23 H 0.8871 1.0897 1.9481
24 H -0.4874 2.5223 -1.2341
25 H -0.9867 1.2478 -3.0844
26 H -0.7052 -1.0646 -3.2733
27 H -0.5679 -3.4178 -1.2560
28 H 2.3362 -2.5108 -1.1908
29 H 1.7282 -4.1804 -1.7514
30 H -1.0074 -1.7827 1.5624
31 C -5.5044 1.0152 4.3872
32 O -4.5037 1.9939 4.1516
33 C -3.1911 1.5391 4.4202
34 C -2.4522 1.2121 3.1433
35 O -3.0006 0.0818 2.4697
36 C -3.8151 0.4318 1.3651
37 H -6.4396 1.4030 3.9888
38 H -5.2703 0.0701 3.8908
39 H -5.6268 0.8411 5.4601
40 H -3.2047 0.6702 5.0843
41 H -2.6618 2.3487 4.9319
42 H -1.4158 0.9545 3.3867
43 H -2.4436 2.0813 2.4769
44 H -3.2018 0.8196 0.5390
45 H -4.5624 1.1793 1.6376
46 H -4.3241 -0.4703 1.0300
47 C 1.9890 7.0428 -4.0226
48 O 2.3122 5.8174 -4.6617
49 C 3.0219 4.9146 -3.8353
50 C 2.1189 3.8165 -3.3235
51 O 1.1300 4.3193 -2.4249
52 C -0.1407 4.4723 -3.0171
53 H 1.3048 7.5805 -4.6756
54 H 1.5053 6.8801 -3.0559
55 H 2.8870 7.6509 -3.8806
56 H 3.4965 5.4380 -3.0003
57 H 3.8106 4.4611 -4.4427
58 H 2.7207 3.0877 -2.7694
59 H 1.6447 3.2996 -4.1642
60 H -0.5916 3.4855 -3.2083
61 H -0.1054 5.0237 -3.9580
62 H -0.7744 5.0164 -2.3175
63 C -1.1363 -7.1244 -0.8747
64 O -0.5553 -5.8685 -0.5560
65 C -0.6027 -5.5601 0.8329
66 C 0.7326 -5.7832 1.5050
67 O 1.0724 -7.1569 1.5464
68 C 2.0310 -7.5348 0.5751
69 H -0.8950 -7.3439 -1.9131
70 H -0.7392 -7.9201 -0.2417
71 H -2.2249 -7.0832 -0.7682
72 H -1.3828 -6.1394 1.3343
73 H -0.8600 -4.4998 0.9102
74 H 0.6672 -5.4321 2.5394
75 H 1.5135 -5.2039 1.0005
76 H 3.0171 -7.1316 0.8290
77 H 1.7470 -7.1962 -0.4250
78 H 2.0878 -8.6213 0.5761

The following is a quantum chemistry calculation of C2H7I2N2O as an isolated structure in a non-equilibrium geometry, from the Open Molecules 2025 dataset.

## Properties
E_HOMO in hartree: -0.4834
Multiplicity: 1
F_max in eV/Å: 3.01
Total charge: +1
Energy relative to the best compared isomer or geometry (same formula, charge and spin) in kcal/mol: 37.25

CARTESIAN COORDINATES (ANGSTROEM)
1 C 0.1478 -1.3538 -0.5440
2 C -0.2657 -0.0494 0.0743
3 N -0.8038 0.8970 -0.8640
4 N 1.0753 0.4596 0.8819
5 O -1.2432 -0.2867 1.0758
6 I -1.6758 2.6490 0.0602
7 I 0.2222 1.2749 -2.6298
8 H 0.0633 -2.0668 0.3745
9 H -0.5614 -1.6091 -1.4077
10 H 1.1804 -1.3142 -0.8305
11 H 1.2174 0.3053 1.9000
12 H 1.7106 -0.0834 0.3859
13 H 1.1365 1.4426 0.8053
14 H -2.2037 -0.2650 0.7183

The following is a quantum chemistry calculation of C28H36CsGeN2O8 as an isolated structure, from the Open Molecules 2025 dataset.

## Properties
E_HOMO in hartree: -0.1374
Multiplicity: 1
F_max in eV/Å: 0.87
Total charge: -1
Energy relative to the best compared isomer or geometry (same formula, charge and spin) in kcal/mol: 0.00

CARTESIAN COORDINATES (ANGSTROEM)
1 Cs -1.4547 0.5700 -2.1687
2 C -0.4117 -1.1443 -5.2278
3 C -1.6868 -0.6922 -5.5460
4 C -1.9021 0.6573 -5.7876
5 C -0.8456 1.5557 -5.7066
6 C 0.4273 1.1055 -5.3826
7 C 0.6445 -0.2463 -5.1449
8 H -0.2456 -2.1964 -5.0331
9 H -2.5118 -1.3911 -5.5934
10 H -2.8955 1.0103 -6.0334
11 H -1.0165 2.6090 -5.8889
12 H 1.2480 1.8067 -5.3057
13 H 1.6348 -0.5976 -4.8840
14 O -5.3302 -0.6014 2.8621
15 C -4.4973 -0.6423 1.9794
16 C -3.1330 -0.0522 1.9989
17 O -2.6660 0.6218 2.9398
18 C -2.4610 -0.3736 0.7606
19 C -3.3916 -1.0642 -0.1172
20 O -3.1865 -1.3944 -1.3023
21 C -4.6698 -1.2672 0.6207
22 O -5.6714 -1.8102 0.1983
23 O -1.2667 -0.0296 0.4657
24 C 1.2167 1.8470 0.9916
25 C 1.4624 0.9920 -0.2082
26 O 1.3096 1.3965 -1.3487
27 H 1.0400 2.8891 0.7227
28 H 2.0601 1.7705 1.6838
29 H 0.3387 1.4325 1.4967
30 O -0.7972 3.6328 5.2192
31 C -0.2706 2.9314 4.1146
32 N -1.1894 2.8225 3.0062
33 C -1.6693 3.9519 2.4816
34 O -1.3917 5.0781 2.9056
35 C -2.5930 3.8149 1.3059
36 C -3.7408 4.5911 1.2601
37 C -4.5350 4.5360 0.1294
38 C -4.1045 3.7658 -0.9383
39 N -2.9927 3.0322 -0.9274
40 C -2.2795 3.0289 0.2039
41 H -1.0285 4.5042 4.8670
42 H -0.0342 1.9236 4.4497
43 H 0.6407 3.4264 3.7603
44 H -1.6809 1.9074 2.8624
45 H -3.9900 5.2209 2.1040
46 H -5.4586 5.0938 0.0585
47 H -4.6764 3.7466 -1.8602
48 H -1.4145 2.3753 0.2410
49 C 3.3325 -3.5385 4.0299
50 C 2.5749 -2.4609 3.2668
51 C 1.7628 -3.0285 2.1083
52 C 1.0053 -1.9658 1.3104
53 Ge 2.1234 -0.8765 0.1283
54 C 2.2649 -1.6737 -1.6597
55 C 2.6513 -3.1552 -1.7589
56 C 4.1522 -3.4326 -1.8056
57 C 4.9239 -3.0410 -0.5520
58 H 3.8979 -3.1241 4.8660
59 H 4.0394 -4.0578 3.3773
60 H 2.6473 -4.2884 4.4320
61 H 3.2781 -1.7113 2.8922
62 H 1.8984 -1.9308 3.9442
63 H 1.0457 -3.7517 2.5126
64 H 2.4306 -3.6086 1.4595
65 H 0.4552 -1.2957 1.9746
66 H 0.2402 -2.4128 0.6722
67 H 3.5010 -0.6551 0.7995
68 H 2.9166 -1.0567 -2.2851
69 H 1.2563 -1.5439 -2.0621
70 H 2.2123 -3.5766 -2.6691
71 H 2.2023 -3.7186 -0.9333
72 H 4.5774 -2.9112 -2.6704
73 H 4.2988 -4.5002 -1.9946
74 H 4.9270 -1.9629 -0.3930
75 H 5.9637 -3.3678 -0.6155
76 H 4.4882 -3.4981 0.3406